Entry 1:
84
Properties=species:S:1:pos:R:3:lowdin_charge:R:1 method="wB97M-V/def2-TZVPD" lumo_ev="-5.954 / -7.517" total_energy_ha=-6481.36063 s_squared=2.01 total_charge=+2 multiplicity=3 de_lowest_kcal_mol=0.0 homo_lumo_gap_ha="0.294 / 0.237"
H -1.9490 -0.6020 5.6203 0.1008
H 0.8698 0.8357 -2.2685 0.0577
H 2.4711 -2.1839 0.9284 0.0778
C 2.9589 0.4780 -2.7298 -0.1108
C -2.6546 2.9942 -0.2749 0.0221
P 1.5139 -0.4403 -0.3648 0.9492
H 0.3855 -2.8607 -2.1935 0.0551
H -0.4048 2.2898 2.2004 0.0652
H 4.5384 0.4507 -0.6205 0.0638
C -1.5304 2.1620 -0.1403 -0.2390
C -0.9791 -0.2350 5.2776 -0.0386
H 2.3062 5.0077 -0.3999 0.1195
C -1.7028 0.9430 0.5152 -0.1675
H -0.1878 -0.8729 5.6944 0.0951
C 3.7338 4.7424 -2.0688 -0.1189
H 3.3005 1.4320 -2.2855 0.0692
C 0.3902 2.2998 2.9621 -0.0555
H 2.2849 0.8773 1.4495 0.0516
H 3.6138 -3.6157 -0.7493 0.0935
C 1.6035 0.0212 -2.1567 -0.3424
H 2.8466 0.6567 -3.8156 0.0938
H -0.5875 -4.3744 -3.8358 0.0900
H -0.0741 -3.0947 2.9734 0.0818
H -0.8612 0.8215 5.5529 0.0962
H 4.3637 -0.4374 0.9239 0.0792
C 2.8148 4.0907 -4.1044 -0.1208
H -0.3750 -1.9197 -3.4741 0.0797
H -4.6520 -2.0661 -1.1876 0.0590
H -2.4337 3.9736 -0.7075 0.1416
H 3.7486 -0.2891 -2.6121 0.0711
C 2.4696 4.7192 -1.4419 -0.0050
Ni -0.2870 -1.2243 0.6304 0.2359
H 1.3589 -2.8300 -0.2799 0.0614
H 4.6390 1.3036 0.9199 0.0937
O -1.0581 -0.3720 3.8285 -0.3161
H -2.2813 -1.1629 -4.4018 0.0774
H -3.2098 0.0434 -1.7125 0.0738
C 2.2096 -2.1319 -0.1407 -0.3859
C -4.0773 -2.9914 -1.0976 -0.1238
H -2.1599 -3.7201 -0.4056 0.0841
O 1.2906 -1.4579 3.3538 -0.3124
H 2.3855 1.7471 -0.0674 0.0762
C 2.6180 0.7808 0.4068 -0.3537
H 1.6746 -3.4492 2.9975 0.0947
Br -5.7250 0.2871 0.8395 0.7790
H -2.9659 -0.3993 1.5695 0.0946
C -0.3388 2.7099 -0.7318 0.0272
C 0.8855 -2.8510 3.4821 -0.0841
C -4.0421 1.2273 0.6425 -0.6260
C -0.5873 -2.6128 -2.6472 -0.3835
H 2.9927 3.8653 -5.1749 0.1241
P 0.1931 -0.4237 2.7955 0.7759
C 1.5103 4.0304 -3.5526 -0.0007
N 3.8743 4.3830 -3.3445 0.0525
P -1.5334 -1.6542 -1.3789 0.9930
C -1.2787 -3.8594 -3.1641 -0.1220
H -0.8308 0.2749 0.7816 -0.0494
C -2.7018 -2.7743 -0.5140 -0.3903
C 4.1191 0.4920 0.3930 -0.1088
H 0.6150 3.7857 -4.1414 0.1221
C -2.4451 -0.3990 -2.3585 -0.3498
H 4.2791 -1.9798 -0.8273 0.0737
H -2.7750 -2.3611 0.5028 0.0523
C -2.9177 0.5199 1.0022 -0.1660
H -3.6186 -0.0599 -4.1318 0.0933
C -3.0499 -0.8766 -3.6744 -0.1121
C -3.9163 2.5015 0.0874 -0.0522
H 0.8317 -3.0771 4.5615 0.1085
H -4.7692 3.1267 -0.0866 0.1173
H -1.5279 -4.5589 -2.3591 0.0757
C 0.4732 3.2789 -1.4268 0.0386
H 1.1594 2.9953 2.5819 0.1030
H -3.7599 -1.7018 -3.5343 0.0701
C 3.3753 -2.5748 -1.0143 -0.1113
H -4.6336 -3.6242 -0.4043 0.0900
H -1.7382 0.4236 -2.5389 0.0838
H 4.6439 5.0267 -1.5119 0.1225
C 1.4498 4.0533 -2.1446 -0.2494
H 3.1291 -2.5606 -2.0852 0.0805
H -4.0545 -3.5325 -2.0475 0.0769
O 0.9723 0.9817 3.1685 -0.3014
H -0.0137 2.6870 3.9085 0.1017
H -2.1709 -3.6298 -3.7600 0.0768
H 1.2405 -0.8332 -2.7461 0.0540

***

Entry 2:
84
Properties=species:S:1:pos:R:3:lowdin_charge:R:1 method="wB97M-V/def2-TZVPD" lumo_ev="-12.826 / -13.933" total_energy_ha=-5099.76033 s_squared=6.05 total_charge=+4 multiplicity=5 de_lowest_kcal_mol=45.4 homo_lumo_gap_ha="0.106 / 0.178"
H -5.0201 -0.6041 -2.9724 0.1115
C 0.0641 1.3629 3.9076 -0.3374
H 2.7723 -4.2860 -1.5338 0.1190
H -2.9057 0.6636 2.9771 0.1018
C 2.9962 -1.1704 2.9567 -0.0565
H 0.8930 1.5750 -2.1677 0.0727
H 1.5911 2.9561 3.6312 0.0299
O -1.0899 -3.3817 -0.3212 -0.2889
H -3.2349 -1.3000 -1.3831 0.0895
H 0.7731 2.9548 5.1964 0.0918
H -0.9382 -2.4039 -4.4200 0.0803
Pd 0.4394 3.4201 1.5315 0.8178
H 0.5083 0.4843 3.4368 0.0557
C -3.0272 -1.2072 -2.4644 -0.3411
C 1.1693 2.3021 4.4180 -0.1136
O 1.0584 -3.1819 -1.7940 -0.2654
Br 1.8063 -3.6183 3.6662 0.9869
C -2.7358 1.7191 3.2729 -0.3516
H 3.1801 5.6045 1.2987 0.1354
C 3.9543 4.8577 1.1706 0.0327
H -1.6353 -5.4143 -0.5831 0.0941
H -3.8245 -0.0537 -4.1614 0.0729
H -1.8455 1.2571 -3.5172 0.1085
H -1.4494 0.4887 -5.3786 0.0838
H 4.4976 1.5267 0.6789 0.1187
H -4.0361 2.4257 4.8344 0.0964
H -1.4485 -5.5702 -4.0591 0.1214
H 1.8361 -4.0408 -0.0092 0.0898
H -3.0012 -4.2574 -0.4101 0.1107
H -1.5188 1.3762 -1.7921 0.0326
H -1.9643 -4.6655 1.0012 0.1162
C 1.9406 -2.0653 2.7289 -0.7161
C 4.6934 2.5810 0.8433 0.0232
C -1.1315 0.9703 -2.7322 -0.3245
C -1.5136 1.2136 0.9990 -0.4075
C 1.8936 0.4601 1.5141 -0.2161
H -2.3345 2.3069 5.3578 0.0738
P -0.5293 -2.9540 -1.7743 0.7658
H -2.8919 2.9205 0.8631 0.0738
N 6.2887 4.3676 0.9269 0.3009
C 2.2881 3.0268 1.2910 -0.1882
C -0.7166 -5.2438 -3.3145 -0.0017
C 6.0107 3.0687 0.8018 -0.0076
O -1.2149 -3.9513 -2.8435 -0.3028
C -4.0025 -0.2022 -3.0862 -0.0957
C -2.5935 2.0301 0.2920 -0.1456
H -3.4657 2.3127 2.6866 0.0832
P -1.0256 2.1052 2.6117 1.0054
C -1.9852 -4.5042 -0.0792 -0.0105
H -3.3171 0.8358 5.1685 0.0936
H 0.7184 1.1714 -3.8937 0.0852
H -3.1764 -2.2099 -2.9021 0.1000
C -0.7872 -1.3203 -4.3297 -0.3571
H -1.8576 0.2070 1.2391 0.0829
C 3.6514 3.4896 1.1153 -0.2066
H 3.8065 -1.4621 3.6085 0.1279
C 1.7732 -4.2698 -1.0850 0.0078
C 2.9851 0.0850 2.3469 -0.0003
C 0.9862 -0.5404 1.1054 -0.0692
H 1.2847 -5.2450 -1.2517 0.1010
H 0.2927 -1.1303 -4.4112 0.1034
H -1.1001 -0.9071 -6.3958 0.1127
H -3.9775 0.7739 -2.5748 0.0824
H 0.0547 2.6845 -3.2587 0.1089
C -3.1110 1.8320 4.7536 -0.1106
H -2.5945 -0.8725 -5.4677 0.0818
H 0.2253 -2.5140 1.4488 0.0891
H -0.6312 1.1603 0.3533 0.0082
H -0.6983 -5.9679 -2.4873 0.0962
H 5.5697 6.3006 1.1512 0.1644
C 5.2972 5.2440 1.0804 -0.0106
H 1.9899 1.6900 4.8139 0.0945
H 0.3073 -0.3975 0.2691 0.0728
H 3.7883 0.7910 2.5167 0.1167
C -1.5351 -0.6013 -5.4377 -0.0888
H -2.2105 2.3874 -0.6670 0.0525
H -3.4754 1.4051 0.0796 0.0995
H 6.8391 2.3667 0.6686 0.1603
C 0.2152 1.6216 -3.0300 -0.0913
C 1.6366 1.8771 1.2908 -0.1987
H -0.5750 1.0366 4.7343 0.0897
C 0.9807 -1.7780 1.7310 -0.1108
H 0.2729 -5.1438 -3.7851 0.1163
P -1.2029 -0.8618 -2.5946 1.0709

***

Entry 3:
85
Properties=species:S:1:pos:R:3:lowdin_charge:R:1 method="wB97M-V/def2-TZVPD" lumo_ev=-3.080 total_energy_ha=-2513.96842 total_charge=+1 multiplicity=1 homo_lumo_gap_ha=0.254
O 3.3253 1.6550 -4.8424 -0.2740
F 2.0835 1.0843 -7.7715 0.0715
C -1.0019 -1.5876 5.9197 -0.2555
H 2.1271 1.3567 0.6675 0.1147
H -0.5395 -3.0343 4.4117 0.1272
C -2.0565 -0.9098 -0.1929 -0.2620
H 0.1645 3.7230 2.0758 0.0561
C 3.7156 -1.3748 -5.5861 -0.1094
H 1.3328 4.0589 0.7869 0.0864
H -0.2393 0.2321 -3.4171 0.1277
H 1.5198 0.9236 7.6605 0.0798
C 3.0971 0.1079 -7.7473 -0.0924
H -1.2213 -0.5197 6.0036 0.0764
C 0.7355 1.5376 7.2106 -0.1019
S 2.0527 1.2470 -4.1688 0.7948
C 2.0836 2.7032 2.3048 -0.2507
H -0.7125 3.0225 5.7293 0.1256
H 0.4143 -2.9957 6.7503 0.0835
H -2.7615 0.9524 1.8248 0.1016
H -3.6021 -1.3459 1.2034 0.1255
H -2.9881 -0.1995 3.1025 0.1027
H 1.1476 0.7055 5.2640 0.0717
C -1.1353 1.6221 4.1750 -0.2611
H -2.4267 -1.7450 -0.7970 0.1143
C -3.3686 -1.3700 -7.4454 -0.0553
H -3.6224 0.4260 -0.8750 0.0896
H -2.1714 1.2661 -0.2996 0.0570
H 2.2441 0.5605 2.2219 0.1129
H 2.2643 -2.4216 -4.2568 0.1467
H 4.2370 -2.3960 -5.6134 0.1274
H 3.1273 2.9251 2.0597 0.1197
H 1.9138 2.2370 5.5980 0.1091
H 0.3017 3.1971 4.3491 0.0831
H 4.5081 -0.5648 -5.4028 0.1264
C -0.0466 -1.1291 3.5509 -0.2649
C 2.6948 -1.3558 -4.3482 -0.1794
H -2.0515 -2.0283 1.6355 0.1048
C -0.9190 -2.0063 4.4543 -0.2248
H 0.1477 -1.5601 7.7433 0.0802
C -2.3504 0.0272 2.2396 -0.2687
H -1.5022 -0.3776 -8.5270 0.0975
H -0.2298 1.0738 7.4233 0.0690
C 1.7181 1.3569 1.6850 -0.2137
O -0.2734 -3.0296 -3.1827 0.0373
F 2.1249 1.5502 -2.5030 -0.2309
H -4.9593 -2.4152 -6.1214 0.0920
H -1.7468 2.3620 3.6411 0.1115
C -2.9060 -2.2488 -4.9322 -0.0069
H 0.9326 -0.9657 4.0077 0.0894
F 4.2728 0.3838 -8.4989 0.0700
C -1.8939 -0.8748 -7.5750 -0.0368
C -2.5297 -1.1238 1.2473 -0.2225
H 1.5291 4.7844 2.3894 0.0854
H 0.1692 -1.7230 2.6534 0.1098
H -4.0316 -1.1889 -8.3650 0.0954
N 1.5681 -0.3772 -4.4752 -0.2116
C -3.8732 -2.0609 -6.1418 -0.0584
H -3.3287 -2.7678 -4.0137 0.0945
H 3.2765 -1.1722 -3.3706 0.1423
C -0.9155 -1.1005 -6.3697 0.0006
C 0.9770 1.6825 5.7139 -0.2587
C 0.2357 1.0089 1.5705 -0.2662
C 1.2247 3.8790 1.8592 -0.0998
O 0.9552 2.1538 -4.6965 -0.3051
P -0.7234 0.4034 2.9408 1.0030
C -0.4113 -1.9539 -3.8207 -0.2760
C -1.4148 -1.7614 -5.0556 -0.0957
H -0.3095 1.8156 1.0744 0.0989
C -2.5311 0.3848 -0.8355 -0.0880
H -2.1537 0.4513 -1.8589 0.0670
H -1.8384 1.1539 4.8712 0.0989
C 3.0422 -1.1393 -7.0039 -0.1341
H 0.7593 2.5145 7.6997 0.0847
H -0.9677 -0.9776 -0.2547 0.0816
H -1.9355 -2.0464 4.0481 0.0999
H 2.0640 2.6148 3.3905 0.0725
H -1.8468 -2.1038 6.3846 0.1187
H 0.1618 -0.7414 -6.5476 0.0798
C 0.2520 -1.9163 6.7152 -0.0997
C -0.1414 2.4409 4.9972 -0.2185
H 0.2267 0.1829 0.8543 0.0848
C 0.5057 -0.6532 -3.4247 -0.1461
F 2.3406 -2.2170 -7.6757 -0.0273
H 1.1431 -1.4505 6.2874 0.0642
H 0.9609 -0.8371 -2.3828 0.1306

***

Entry 4:
84
Properties=species:S:1:pos:R:3:lowdin_charge:R:1 method="wB97M-V/def2-TZVPD" lumo_ev="4.432 / 4.415" total_energy_ha=-2292.22746 s_squared=2.02 total_charge=-2 multiplicity=3 de_lowest_kcal_mol=0.0 homo_lumo_gap_ha="0.236 / 0.247"
H -6.8401 -9.4177 -8.5558 0.0807
O -6.9266 -6.5172 -13.0997 -0.1283
C -5.5904 -9.1568 -15.1857 -0.6957
C -13.1563 -2.8750 -14.4645 -0.1999
C -11.7577 -0.3039 -16.0422 -0.1376
H -6.5178 -10.7906 -14.3028 0.0240
N -9.4612 -0.8496 -11.9666 -0.2497
H -11.2217 1.0646 -11.3263 0.0619
H -4.6618 -6.4449 -9.7900 0.0887
H -13.9640 -1.1937 -15.5839 0.1020
C -12.7525 -5.5358 -13.5818 -0.0927
Si -6.6534 -8.0889 -12.7956 -0.2540
S -8.2600 -9.3107 -12.6038 0.1854
H -7.4808 -7.0162 -8.7991 0.0749
H -5.4045 -9.9810 -9.5873 0.0846
H -11.4053 -2.7292 -9.9198 0.0611
H -12.0741 -0.2717 -12.0340 0.0367
C -5.7262 -10.6185 -14.9678 -0.0557
H -10.6718 -5.1707 -13.8976 0.1035
C -14.2390 -3.6901 -14.0816 -0.0711
H -5.9320 -11.1037 -15.8933 0.0732
H -7.6981 -8.5800 -15.5099 0.0891
H -11.0170 0.9407 -18.3811 0.0620
H -9.2863 0.4299 -9.6680 0.0758
H -10.1525 -3.0700 -11.0053 0.0452
H -4.8837 -11.0446 -14.4427 0.0901
H -11.5817 -2.6628 -11.6878 0.0623
H -12.2235 0.1980 -10.2892 0.0712
H -7.0912 -5.2949 -15.4776 0.0646
C -10.4495 0.2010 -16.4307 -0.3753
H -4.2906 -9.4040 -16.8703 0.0862
H -14.9132 -5.5298 -13.3247 0.0774
H -12.4520 -0.3598 -16.8647 0.1036
H -4.2344 -4.6973 -13.9836 0.0906
O -5.6864 -8.1067 -11.4345 -0.1612
C -6.1730 -4.3748 -12.2347 -0.0222
C -4.2780 -8.9217 -15.8874 -0.0457
C -6.0646 -8.0110 -10.0690 -0.6849
C -10.9471 -2.4131 -10.8312 -0.0471
H -13.8395 -0.9186 -13.8126 0.1140
C -8.8043 0.9123 -17.8238 -0.1273
H -15.2199 -3.2421 -14.0474 0.0937
C -10.4311 -0.9373 -10.9210 -0.7572
H -8.2795 1.1654 -18.7393 0.0619
C -4.8080 -5.6318 -13.8290 -0.0485
H -4.0213 -8.0803 -9.5020 0.0638
C -6.3589 -9.4249 -9.5415 -0.0497
H -4.9868 -7.2912 -8.2818 0.0732
H -5.6487 -3.5517 -12.6488 0.0544
H -12.6057 -6.5267 -13.1564 0.0996
C -4.8648 -7.4508 -9.3431 -0.0490
C -11.5660 0.0475 -11.1508 -0.0935
C -9.6919 -0.6125 -9.5711 -0.0833
C -13.3357 -1.3630 -14.6945 -0.2062
H -6.8281 -9.2639 -16.8411 0.0729
H -7.1831 -4.0947 -11.9128 0.0874
H -6.4015 -3.7370 -14.8533 0.0914
C -14.0435 -4.9946 -13.6294 -0.1077
H -10.3906 -0.7657 -8.7166 0.0676
O -5.5022 -8.5854 -13.8900 -0.1625
H -7.2849 0.5638 -16.2449 0.0623
H -11.0161 -2.7570 -14.4838 0.0800
C -7.0165 -4.6476 -14.6001 -0.0105
H -5.5254 -4.7679 -11.4487 0.0659
H -8.0663 -7.5584 -10.4036 0.0382
H -4.7248 -6.2152 -14.7595 0.0670
H -4.0903 -7.8474 -15.9406 0.0686
H -4.3264 -6.2047 -13.0459 0.0824
H -3.4055 -9.3108 -15.3880 0.0757
C -6.6886 -8.5745 -16.0165 -0.0410
C -11.6615 -4.7282 -13.9096 -0.0676
Pt -9.3101 -0.3454 -13.7155 0.6954
C -7.2629 -7.1147 -9.8461 -0.0463
H -6.4898 -7.6236 -16.4651 0.0688
H -8.8343 -1.3266 -9.4497 0.0768
H -8.0236 -4.3179 -14.2918 0.0733
C -11.8811 -3.4235 -14.3727 -0.0524
N -12.0522 -0.7470 -14.8837 -0.0198
N -9.2732 0.1325 -15.7575 -0.2078
C -10.2276 0.7157 -17.7157 -0.0913
C -8.2796 0.5746 -16.5739 -0.2195
H -6.9959 -9.9433 -10.2069 0.0088
C -6.2411 -5.3921 -13.4422 -0.6527
H -6.9994 -6.1198 -10.2444 0.0763

***

Entry 5:
88
Properties=species:S:1:pos:R:3:lowdin_charge:R:1 method="wB97M-V/def2-TZVPD" lumo_ev=0.006 total_energy_ha=-2532.27080 total_charge=0 multiplicity=1 de_lowest_kcal_mol=20.7 homo_lumo_gap_ha=0.145
H 4.2204 4.7464 0.0619 0.1384
N 2.1586 1.4004 0.4445 0.1436
H -0.0151 1.2982 3.6571 0.0905
H -3.7280 -4.2921 -2.0094 0.1236
C 3.5511 -2.4335 -3.3932 -0.1325
C 3.4760 0.8505 -3.5946 -0.3079
C -4.1072 -3.8763 0.6931 -0.0368
H -3.0159 -1.9889 -3.3431 0.1102
H 0.0888 4.8670 1.0296 0.1364
N -1.9404 -1.2637 3.2970 -0.1357
H 3.7284 -1.9243 -4.3354 0.0832
H 1.1351 3.6581 2.7351 0.1290
N -5.1030 1.6465 0.7741 -0.1413
C -0.9878 -0.6280 4.0331 -0.0612
C -4.9456 2.8865 0.2310 -0.0564
H 0.2217 4.1219 -1.2777 0.0893
H 2.2841 2.0328 -0.4142 0.0628
C 2.5110 -2.5100 -1.2302 -0.3445
H 0.5101 0.3379 -4.9373 -0.0001
C -3.5615 -3.2927 -1.6521 -0.0529
C -2.1658 -0.5049 2.1708 -0.4340
N 3.1701 3.2545 -1.0331 0.0461
C 3.1327 -3.7397 -1.0334 -0.1370
C 4.1461 -3.6646 -3.1918 -0.1125
C 2.3103 -2.0907 1.8044 -0.2812
H 1.2498 0.8965 0.4420 0.0203
H 4.4530 2.5542 1.2218 0.1254
C -3.3749 -1.6408 -0.2133 -0.4709
C -0.6924 0.5175 3.3583 -0.1499
C -3.1935 -2.1454 -2.2929 -0.1470
C -6.2766 1.1296 1.4109 -0.0558
H 4.4059 -5.2853 -1.8078 0.0903
N -3.1120 -1.1293 -1.4054 -0.1102
C -2.4756 -2.5548 3.6041 -0.0363
H 3.1313 -1.3703 1.8844 -0.0116
H -7.0917 1.8408 1.2991 0.0931
H -4.6491 -3.3327 1.4667 0.0598
H -1.8934 -3.3433 3.1216 0.0910
C 0.8420 4.1508 0.6674 -0.3714
H 4.7650 -4.1073 -3.9632 0.0909
P -3.7755 -0.6722 1.2918 1.1793
C 3.9400 -4.3237 -1.9923 -0.1148
C 2.7345 -1.8346 -2.4363 -0.3486
H 2.7741 3.7812 -1.8004 0.1007
H -5.7375 3.6140 0.2374 0.1177
H -0.3818 -3.5902 -0.7010 0.0070
H 0.2098 2.4633 1.8157 0.0847
C 3.5651 3.1737 1.3726 -0.0932
C 1.0760 3.1283 1.7846 -0.1065
H 4.3078 0.8284 -2.8852 -0.0059
H 3.2313 1.8981 -3.7866 -0.0187
H 2.4862 1.6795 2.5069 0.1474
H 3.7372 3.7985 2.2489 0.1254
Rb -0.8878 0.2126 -1.3389 0.5497
H -0.6196 -1.0302 4.9620 0.1228
H 4.0393 2.8365 -1.3466 0.1022
H -0.5171 3.0202 -0.3243 0.0449
H 0.1252 -1.2416 -4.2398 -0.0101
H 1.6569 -1.9292 2.6682 -0.0161
C -3.6702 2.9221 -0.2547 -0.1430
H -0.7649 -3.1272 0.9587 -0.0342
H 2.7520 -3.0855 1.9082 -0.0045
C 3.3508 4.0818 0.1556 -0.3571
N -3.0386 1.7464 -0.0242 0.0056
C 2.3402 2.2908 1.6119 -0.2822
H -4.7635 -4.6324 0.2663 0.0970
H 2.8407 0.6429 0.3790 0.1224
H 1.5613 -1.0495 -5.2351 0.0040
H -3.5101 -2.6123 3.2656 0.0540
C -3.9195 0.9772 0.6040 -0.4810
H -2.4471 -2.7104 4.6799 0.0965
Si 1.2930 -1.8821 0.1413 0.4858
H -6.5661 0.1854 0.9521 0.0833
H 1.9565 5.5872 -0.4922 0.1174
N 0.3810 3.4575 -0.5273 0.0587
C 0.9441 -0.5576 -4.4774 -0.3049
C 2.1166 4.9536 0.3822 -0.1088
H 3.8371 0.4223 -4.5340 -0.0033
N -1.4264 0.6016 2.2227 0.0652
Si 1.9400 -0.1228 -2.8745 0.4372
H -3.2409 -4.3742 1.1377 0.0931
C 0.0571 -3.3734 0.2780 -0.2821
H -3.1750 3.7359 -0.7557 0.0991
H 2.3142 5.6085 1.2334 0.1235
H 0.5303 -4.2943 0.6419 0.0104
H 2.9792 -4.2713 -0.0973 0.0821
N -3.7041 -2.9648 -0.3362 -0.1290
H -6.0941 0.9604 2.4738 0.0897

***

The highest multiplicity belongs to which entry? C28H47BrNO3P3Pd